No. 1
DFT (ωB97M-V/def2-TZVPD) results for 3 unconnected molecules or ions with the total composition C2H11N2O2.

The calculation puts the total energy at -342.52750 Eh. The max |F| is 2.5 eV Å⁻¹. As for the total charge: +1.

Structure (XYZ):
```
17
Properties=species:S:1:pos:R:3:forces:R:3:nbo_charge:R:1
C -0.520 0.229 -0.534 -2.28 0.87 0.60 -0.250
C -1.690 0.354 0.144 1.50 -0.52 -0.27 0.067
N -2.753 1.076 -0.294 -0.39 0.75 1.23 -0.752
N 0.418 -0.861 -0.275 1.11 1.92 0.07 -0.689
H -0.411 0.924 -1.353 0.81 -0.61 -0.43 0.219
H -1.805 -0.139 1.105 -0.34 -0.36 -0.21 0.207
H -3.349 1.400 0.466 -0.03 -0.23 -0.34 0.397
H -2.583 1.845 -0.922 0.15 -0.09 -0.45 0.394
H 1.076 -0.827 -1.063 -0.14 -1.04 -0.45 0.475
H -0.082 -1.716 -0.054 0.47 -0.38 -0.37 0.452
H 1.080 -0.634 0.480 -0.58 -0.36 0.53 0.458
H 2.552 0.625 -2.678 0.00 0.09 -0.59 0.483
H 3.063 0.994 -1.321 0.37 0.52 0.43 0.480
O 2.911 0.240 -1.881 -0.63 -0.66 0.24 -0.949
H 0.281 -1.422 3.256 -0.24 -1.04 0.48 0.491
H 0.605 -0.053 2.931 0.22 1.05 0.08 0.480
O 0.722 -0.926 2.578 0.00 0.07 -0.55 -0.964
```
Positions in Å, forces in eV/Å.

No. 2
DFT (ωB97M-V/def2-TZVPD) results for 3 unconnected molecules or ions with the total composition C2H11N2O2.

The calculation puts the total energy at -342.55313 Eh. The max |F| is 1.8 eV Å⁻¹. As for the total charge: +1.

Structure (XYZ):
```
17
Properties=species:S:1:pos:R:3:forces:R:3:nbo_charge:R:1
C -0.327 2.395 -1.361 1.11 0.26 -0.32 -0.420
N 0.154 -0.479 0.809 0.67 -0.24 0.13 -0.696
C 0.504 0.506 0.016 -0.92 -0.92 -1.24 0.408
N -0.194 1.598 -0.147 -0.18 -0.35 0.73 -0.506
H 0.305 3.283 -1.289 -0.26 0.09 0.03 0.230
H -1.364 2.669 -1.515 -0.06 -0.05 0.06 0.244
H 0.034 1.822 -2.218 -0.22 -0.02 0.14 0.226
H -0.742 -0.635 1.240 -0.14 0.54 0.18 0.436
H 0.821 -1.224 0.927 0.08 0.00 0.24 0.438
H 1.291 0.243 -0.689 0.23 0.54 0.21 0.218
H -0.819 1.787 0.621 -0.40 0.22 -0.09 0.417
H -3.446 -2.936 -1.719 0.00 -0.04 -0.02 0.484
H -1.914 -2.923 -1.658 -0.18 -0.09 -0.08 0.469
O -2.697 -2.432 -1.388 0.24 0.17 0.12 -0.953
H 3.180 -0.610 3.065 -0.21 0.21 0.04 0.488
H 2.796 -1.970 2.585 -0.15 -0.10 0.09 0.478
O 2.417 -1.093 2.720 0.38 -0.22 -0.22 -0.962
```
Positions in Å, forces in eV/Å.

No. 3
DFT (ωB97M-V/def2-TZVPD) results for 3 unconnected molecules or ions with the total composition C2H11N2O2.

The calculation puts the total energy at -342.52378 Eh. The max |F| is 4.6 eV Å⁻¹. As for the total charge: +1.

Structure (XYZ):
```
17
Properties=species:S:1:pos:R:3:forces:R:3:nbo_charge:R:1
C 1.315 0.668 0.477 -0.11 -0.90 1.10 -0.437
N -2.195 0.943 1.550 2.10 -1.41 2.13 -0.712
C -0.945 0.456 1.552 1.65 3.18 -1.48 0.389
N -0.183 0.480 0.465 0.45 -0.90 1.35 -0.501
H 1.847 -0.193 -0.084 -0.72 1.54 1.22 0.280
H 1.545 1.656 0.050 -0.25 -0.50 -0.23 0.237
H 1.571 0.802 1.588 0.06 -0.72 -1.67 0.217
H -2.811 0.838 0.810 -1.22 0.02 -1.81 0.427
H -2.558 1.172 2.452 -0.57 -0.20 0.34 0.427
H -0.328 0.486 2.459 -0.85 -0.28 0.08 0.223
H -0.640 0.394 -0.413 -0.59 0.25 -1.08 0.427
H 2.197 -1.832 -2.065 1.72 0.60 1.46 0.470
H 3.693 -1.782 -1.843 2.85 -0.82 -1.38 0.482
O 2.924 -1.537 -1.419 -4.61 0.17 -0.13 -0.944
H -2.065 -1.390 -1.377 -0.89 2.29 -0.76 0.474
H -1.297 -0.697 -2.365 0.03 0.77 -0.81 0.473
O -2.072 -0.465 -1.837 0.96 -3.12 1.65 -0.932
```
Positions in Å, forces in eV/Å.